This record from the OMol25 dataset describes a molecular structure, C31H49ClFPTi. The level of theory is ωB97M-V/def2-TZVPD.

Cartesian coordinates (Å):
Ti -2.0941 0.1310 -0.9343
Cl -4.0841 0.8145 -1.6374
P 0.3451 -0.1016 0.1519
C -1.1299 2.0416 1.0055
H -0.9712 2.5973 1.9281
H -1.9791 1.3119 1.2633
C 0.4617 -1.4911 -1.0734
C 0.2733 -0.8968 1.8225
C 1.8589 -2.0321 -1.3999
H -0.0925 -2.3444 -0.6514
C 1.7652 -3.2532 -2.3080
H 2.4654 -1.2646 -1.8823
H 2.3767 -2.3256 -0.4880
C 0.9910 -2.9645 -3.5960
H 2.7686 -3.6164 -2.5672
H 1.2648 -4.0703 -1.7793
C -0.3712 -2.2834 -3.3539
H 1.5894 -2.3255 -4.2572
H 0.8136 -3.8988 -4.1472
C -0.2577 -1.0712 -2.3705
H -0.8104 -1.9314 -4.3105
H -1.0847 -3.0079 -2.9226
H 0.3102 -0.2844 -2.8916
H -1.3515 -0.6890 -2.2388
C 1.9289 0.8822 0.0682
C 0.6799 0.1147 2.9072
H -0.7936 -1.1386 1.9773
C 0.4457 -0.4645 4.3168
H 1.7437 0.3747 2.8035
H 0.1122 1.0468 2.7786
C 1.1784 -1.8059 4.5182
H 0.7721 0.2738 5.0735
H -0.6340 -0.6230 4.4547
C 0.9110 -2.8021 3.3752
H 2.2568 -1.6217 4.6133
H 0.8481 -2.2458 5.4736
C 1.0745 -2.1935 1.9743
H 1.5836 -3.6692 3.4796
H -0.1144 -3.1791 3.4800
H 2.1386 -1.9949 1.7878
H 0.7622 -2.9404 1.2349
C 2.2312 1.4447 -1.3413
H 1.7032 1.7514 0.7158
C 3.4022 2.4588 -1.2980
H 2.4946 0.6266 -2.0330
H 1.3506 1.9533 -1.7618
C 4.6697 1.8774 -0.6451
H 3.6241 2.7979 -2.3258
H 3.0740 3.3455 -0.7320
C 4.3681 1.1760 0.6860
H 5.1381 1.1727 -1.3462
H 5.3888 2.6945 -0.4821
C 3.1908 0.1981 0.6116
H 5.2670 0.6468 1.0292
H 4.1427 1.9399 1.4388
H 3.4659 -0.6444 -0.0336
H 3.0254 -0.2140 1.6110
C -1.3274 2.1283 -1.5243
C -1.0595 2.8641 -0.1074
H -0.3545 1.8254 -1.9583
C -1.8108 4.2361 0.0596
H 0.0112 3.1299 -0.0134
C -3.0782 4.3107 -0.7690
H -2.0287 4.4412 1.1344
H -1.0730 4.9776 -0.2676
C -2.8490 4.2033 -2.2653
H -3.7316 3.4902 -0.4615
H -3.5746 5.2534 -0.5282
C -2.0011 3.0090 -2.6358
H -3.8282 4.1185 -2.7482
H -2.4248 5.1345 -2.6542
H -2.6110 2.3567 -3.2678
H -1.2050 3.3695 -3.3029
F -5.2353 -4.2534 1.9578
C -4.4206 -3.2728 1.4613
C -3.4716 -3.6218 0.5139
C -2.6593 -2.6064 -0.0046
C -2.7928 -1.3013 0.4872
C -3.7867 -0.9559 1.4134
C -4.5997 -1.9683 1.9524
H -3.3659 -4.6493 0.1710
H -1.9387 -2.8337 -0.8016
H -3.9290 0.0932 1.6880
H -5.3423 -1.7618 2.6991

Atomic forces in eV per Å
Ti 1.0 2.3 1.5
Cl -1.6 0.0 -0.6
P -2.2 0.8 -0.2
C -1.0 -4.4 4.3
H 0.1 0.1 0.4
H 0.3 1.0 -0.7
C 1.4 -0.7 0.0
C 0.2 0.0 0.2
C -0.3 -0.7 -0.5
H 0.0 0.3 0.1
C 0.1 -0.1 -0.4
H 0.0 0.0 0.0
H -0.1 0.1 0.1
C -0.3 0.1 -0.2
H -0.1 0.0 0.0
H 0.0 0.0 0.1
C -0.3 0.4 0.3
H 0.0 0.0 0.1
H 0.1 0.2 0.1
C -0.2 -0.5 -0.5
H 0.2 -0.3 0.5
H 0.2 0.2 -0.1
H -0.3 0.1 0.4
H 1.9 -1.4 -1.8
C 0.0 0.1 -0.2
C -0.1 0.0 0.6
H 0.3 0.2 -0.2
C 0.2 -0.1 -0.2
H -0.2 0.0 0.1
H 0.2 -0.4 -0.1
C -0.2 0.2 0.1
H -0.2 -0.3 -0.2
H 0.1 0.1 0.0
C 0.0 0.0 0.2
H -0.1 0.0 -0.1
H 0.2 0.0 -0.2
C 0.2 -0.1 0.2
H -0.2 0.2 0.0
H 0.1 0.0 -0.1
H -0.1 -0.1 0.1
H 0.0 0.1 0.1
C 0.2 0.3 -0.1
H -0.1 -0.3 -0.2
C -0.2 -0.2 0.0
H 0.0 0.3 0.2
H 0.4 -0.2 0.2
C -0.2 0.1 -0.2
H 0.0 -0.1 0.4
H 0.0 -0.2 -0.1
C 0.1 0.1 -0.1
H -0.1 0.0 0.1
H -0.1 -0.3 0.0
C 0.3 0.0 0.0
H -0.1 0.1 0.0
H 0.0 0.0 0.0
H 0.0 0.2 0.1
H 0.1 0.1 -0.3
C -0.1 0.7 1.2
C 0.5 2.2 -3.3
H -0.4 0.2 0.3
C 0.5 -0.2 -0.5
H 0.2 0.7 -0.9
C -0.1 0.3 0.5
H 0.2 -0.4 -0.7
H -0.3 0.5 -0.1
C -0.6 0.3 0.4
H -0.1 0.0 0.1
H -0.3 0.0 -0.1
C 0.9 -1.0 -0.5
H 0.0 0.0 0.0
H 0.2 0.0 0.1
H 0.1 -0.1 0.0
H 0.0 0.0 0.0
F 0.1 0.1 0.0
C 0.0 0.5 0.3
C 0.0 0.0 -0.2
C -0.7 0.2 0.9
C 0.4 0.7 -0.6
C -0.1 -1.3 0.2
C 0.8 -0.2 -0.9
H -0.2 0.1 0.1
H -0.3 -0.1 0.4
H 0.0 -0.4 0.1
H -0.3 -0.1 0.2

As for the highest occupied orbital energy (spin up / spin down): -1.55 / -1.55 eV. The HOMO-LUMO gap (spin up / spin down) is 4.05 / 4.05 eV. The spin multiplicity is 2. The expectation value of S² is 0.7601. Its calculated total energy is -80583.5720 eV. As for the net charge: -1.